# C9H26AsCuGeN2S4Se

A structure of composition C9H26AsCuGeN2S4Se at a distorted geometry (the ωB97M-V functional and the def2-TZVPD basis, the OMol25 dataset).

Each line ends with the Löwdin spin population.
Positions of all 45 atoms, in Å:
Cu (-2.3178, 0.6359, 0.8162)  0.484
S (-3.7590, -2.2213, 3.9144)  0.004
As (-4.0776, -0.6124, 2.5848)  -0.005
S (-3.5436, -1.2008, 0.5545)  0.180
S (-2.7653, 1.0704, 3.0665)  0.241
S (-6.0988, 0.0222, 2.6449)  0.003
N (-0.5882, 1.6871, 0.7677)  0.036
C (-0.6285, 3.1327, 0.9299)  0.002
C (-0.8345, 3.8721, -0.3869)  0.000
C (-2.1837, 3.6496, -1.0725)  0.000
C (-2.2825, 2.3817, -1.9333)  0.004
N (-2.9757, 1.3180, -1.2290)  0.039
H (-0.2308, 1.2510, 1.6105)  0.000
H (-0.0183, 1.3967, -0.0183)  0.003
H (0.3059, 3.5049, 1.3733)  0.001
H (-1.4397, 3.3476, 1.6271)  0.000
H (-0.0306, 3.6078, -1.0804)  0.000
H (-0.7416, 4.9373, -0.1659)  0.000
H (-2.3679, 4.5160, -1.7102)  0.000
H (-2.9584, 3.6109, -0.3066)  0.000
H (-1.2840, 2.0152, -2.1844)  0.000
H (-2.7887, 2.6371, -2.8778)  0.002
H (-2.9924, 0.4544, -1.7663)  0.000
H (-3.9378, 1.5686, -1.0284)  0.001
C (3.0070, -1.6914, -1.8589)  0.000
Ge (3.2467, -2.2234, 0.0414)  0.000
C (4.6656, -3.6158, 0.2176)  0.000
C (3.6880, -0.6032, 1.0950)  0.000
C (1.5155, -2.8745, 0.7710)  0.001
Se (0.1072, -1.5279, 0.4648)  0.002
C (-0.7215, -2.3861, -1.0668)  0.001
H (3.9089, -1.2316, -2.2523)  0.000
H (2.1982, -0.9679, -1.9328)  0.000
H (2.7591, -2.5419, -2.4877)  0.000
H (5.6207, -3.2517, -0.1504)  0.000
H (4.4039, -4.5069, -0.3458)  0.000
H (4.7904, -3.8996, 1.2586)  0.000
H (4.5818, -0.1015, 0.7359)  0.000
H (3.8330, -0.8524, 2.1422)  0.000
H (2.8545, 0.0933, 1.0363)  0.000
H (1.5788, -3.0018, 1.8512)  0.000
H (1.1599, -3.8077, 0.3384)  0.000
H (0.0213, -2.5630, -1.8422)  0.000
H (-1.5013, -1.7134, -1.4092)  0.001
H (-1.1783, -3.3142, -0.7360)  0.001

Values from the calculation:
Molar mass = 580.627 g mol⁻¹
E_HOMO (alpha / beta) = -3.04 / -3.03 eV
LUMO level (alpha / beta) = 2.03 / 1.76 eV
Total charge = -1
Spin multiplicity = 2

# C36H57BaBrN4O8P2

A structure of composition C36H57BaBrN4O8P2 (the ωB97M-V functional and the def2-TZVPD basis, the OMol25 dataset).

Each line ends with the Löwdin charge.
Positions of all 109 atoms, in Å:
Ba (0.1136, -0.2103, 0.2662)  1.971
C (1.5293, 2.5853, -0.7486)  -0.149
C (0.6499, 3.1425, 0.1771)  -0.144
C (1.1272, 3.6143, 1.3942)  -0.085
C (2.4827, 3.5290, 1.6857)  -0.066
C (3.3606, 2.9768, 0.7617)  -0.065
C (2.8842, 2.5010, -0.4531)  -0.072
H (1.1601, 2.2317, -1.7064)  0.097
H (-0.4034, 3.2402, -0.0689)  0.099
H (0.4512, 4.0729, 2.1056)  0.113
H (2.8554, 3.9097, 2.6282)  0.115
H (4.4194, 2.9253, 0.9829)  0.119
H (3.5710, 2.0825, -1.1784)  0.117
C (3.4183, -1.4304, -1.3555)  -0.042
O (2.9324, -0.9221, -0.1103)  -0.195
C (3.8819, -0.5704, 0.8200)  -0.214
C (5.2416, -0.7280, 0.6393)  -0.043
C (6.1166, -0.3046, 1.6376)  -0.674
Br (7.9693, -0.5255, 1.3776)  0.808
C (5.6497, 0.2705, 2.7971)  -0.065
C (4.2739, 0.4310, 2.9850)  -0.066
C (3.3898, 0.0012, 1.9963)  -0.215
O (2.0460, 0.1416, 2.1219)  -0.158
C (3.7246, 1.0827, 4.1774)  -0.233
N (2.4299, 1.2302, 4.3799)  0.147
C (2.2998, 1.9190, 5.5777)  -0.205
C (1.1602, 2.3441, 6.2585)  -0.016
C (1.3436, 3.0254, 7.4431)  -0.071
C (2.6288, 3.2816, 7.9493)  -0.066
C (3.7655, 2.8653, 7.2872)  0.000
C (3.5712, 2.1814, 6.0923)  -0.172
N (4.4571, 1.6363, 5.1754)  0.194
H (3.9472, -2.3726, -1.2056)  0.109
H (4.0793, -0.7059, -1.8340)  0.108
H (2.5445, -1.5828, -1.9827)  0.074
H (5.6460, -1.1703, -0.2581)  0.107
H (6.3582, 0.5885, 3.5492)  0.108
H (1.8943, 0.6083, 3.0184)  0.053
H (0.1680, 2.1429, 5.8737)  0.102
H (0.4835, 3.3710, 8.0000)  0.110
H (2.7280, 3.8185, 8.8825)  0.113
H (4.7524, 3.0645, 7.6820)  0.119
H (5.4601, 1.6467, 5.2421)  0.164
N (-0.0730, -2.1524, 2.3814)  -0.096
C (-1.2230, -2.1292, 3.3150)  -0.250
C (-1.2921, -0.8599, 4.1585)  -0.185
C (-1.8820, 0.3868, 3.5091)  -0.252
N (-0.9325, 1.0958, 2.6256)  -0.078
H (0.0319, -3.1018, 2.0340)  0.076
H (0.7773, -1.9676, 2.9080)  0.068
H (-1.1789, -2.9841, 3.9940)  0.117
H (-2.1412, -2.2309, 2.7314)  0.115
H (-0.3033, -0.6321, 4.5768)  0.114
H (-1.9252, -1.0936, 5.0171)  0.122
H (-2.2385, 1.0494, 4.3027)  0.114
H (-2.7535, 0.1091, 2.9115)  0.115
H (-0.1465, 1.4293, 3.1808)  0.050
H (-1.3826, 1.9404, 2.2828)  0.074
C (0.5282, -0.3411, -5.5858)  -0.037
C (0.1735, -1.8074, -5.5013)  -0.381
C (-1.0491, -2.1965, -6.2993)  -0.029
O (-0.0288, -2.2413, -4.1017)  -0.175
P (-0.5141, -1.4462, -2.8540)  0.399
O (0.2796, -0.2670, -2.4253)  -0.419
C (-2.2387, -0.9713, -3.0931)  -0.193
P (-2.8545, 0.0622, -1.7352)  0.414
O (-2.4265, -0.5348, -0.4419)  -0.445
O (-4.3713, 0.3096, -1.9738)  -0.170
C (-5.5188, -0.6204, -1.9388)  -0.381
C (-5.8592, -1.0017, -3.3611)  -0.029
C (-5.2624, -1.7988, -1.0284)  -0.039
O (-2.1922, 1.4768, -1.8666)  -0.198
C (-2.5691, 2.6638, -2.6516)  -0.392
C (-2.9137, 2.2966, -4.0779)  -0.031
C (-3.6574, 3.4347, -1.9392)  -0.028
O (-0.4407, -2.4989, -1.6767)  -0.261
C (-0.6410, -3.9617, -1.6834)  -0.387
C (0.6317, -4.6376, -2.1402)  -0.025
C (-1.8689, -4.3616, -2.4699)  -0.028
H (0.7673, -0.1018, -6.6219)  0.103
H (1.3880, -0.0973, -4.9648)  0.087
H (-0.3105, 0.2908, -5.2850)  0.068
H (1.0258, -2.4109, -5.8089)  0.150
H (-1.9172, -1.5983, -6.0156)  0.078
H (-1.2842, -3.2516, -6.1664)  0.090
H (-0.8572, -2.0243, -7.3584)  0.100
H (-2.8593, -1.8648, -3.1784)  0.065
H (-2.3197, -0.4199, -4.0321)  0.066
H (-6.3087, 0.0019, -1.5218)  0.151
H (-5.0866, -1.6365, -3.7995)  0.077
H (-5.9878, -0.1170, -3.9830)  0.090
H (-6.7944, -1.5615, -3.3706)  0.099
H (-4.4751, -2.4452, -1.4231)  0.063
H (-6.1753, -2.3905, -0.9634)  0.102
H (-4.9816, -1.4799, -0.0266)  0.086
H (-1.6444, 3.2408, -2.6419)  0.142
H (-3.8168, 1.6843, -4.1217)  0.081
H (-2.0862, 1.7730, -4.5581)  0.070
H (-3.1034, 3.2065, -4.6460)  0.103
H (-4.6030, 2.8965, -1.9615)  0.083
H (-3.7953, 4.3955, -2.4356)  0.099
H (-3.3828, 3.6262, -0.9021)  0.087
H (-0.8132, -4.1705, -0.6273)  0.142
H (0.8152, -4.4548, -3.1977)  0.084
H (0.5419, -5.7132, -1.9864)  0.100
H (1.4866, -4.2832, -1.5640)  0.083
H (-1.7563, -4.1326, -3.5304)  0.082
H (-2.7642, -3.8787, -2.0776)  0.070
H (-2.0082, -5.4384, -2.3768)  0.104

Values from the calculation:
Molar mass = 953.052 g mol⁻¹
E_HOMO = -12.49 eV
LUMO level = -4.02 eV
Total charge = +2

# Ca2F2HO3P

A structure of composition Ca2F2HO3P at a distorted geometry (the ωB97M-V functional and the def2-TZVPD basis, the OMol25 dataset).

Each line ends with the Löwdin charge.
Positions of all 9 atoms, in Å:
Ca (2.1437, 1.3717, -0.1487)  1.719
Ca (-0.5891, -0.5806, -2.2783)  1.695
O (1.4065, -0.3031, -1.4560)  -0.689
H (1.8888, -1.1372, -1.3560)  0.006
O (0.5178, 0.4622, 1.1272)  -0.452
P (-0.9301, 0.0831, 1.0200)  0.173
O (-1.3875, -0.6416, -0.2089)  -0.440
F (-1.7316, 1.3940, 1.0384)  -0.042
F (-1.3184, -0.6485, 2.2624)  0.031

Values from the calculation:
Molar mass = 198.131 g mol⁻¹
E_HOMO = -18.77 eV
LUMO level = -8.77 eV
Total charge = +2

Which energy above the lowest of the compared OMol25 structures with the same formula, charge and spin belongs to each record? In order, 11.2 8.2 0.0 kcal/mol.
Which total energy belongs to each record? In order, -10415.483891 -5509.104538 -2122.360775 hartree.